1.
Formula: C20H21F6N5O5S8SbZr
Source: OMol25
Level of theory: ωB97M-V/def2-TZVPD

LUMO level: 0.0566 hartree
molecular weight: 994.9 g/mol
Kohn-Sham gap: 0.2515 Eh
total charge: -1
HOMO level: -5.3 eV

Atoms and positions in Å:
Zr: 1.29 -0.32 0.72
N: 1.84 -2.29 -0.53
C: 1.75 -2.14 -1.99
C: 2.35 -0.81 -2.39
N: 1.74 0.26 -1.59
H: 2.76 -2.60 -0.24
H: 1.17 -2.98 -0.19
H: 0.69 -2.16 -2.25
H: 2.25 -2.96 -2.51
H: 2.22 -0.64 -3.46
H: 3.43 -0.81 -2.20
H: 0.80 0.47 -1.92
H: 2.30 1.11 -1.64
S: -1.64 0.44 4.11
Sb: 0.38 -0.63 4.04
S: 1.89 0.83 2.90
S: 0.43 -2.15 2.15
S: 1.25 -1.60 5.87
N: -0.81 3.82 4.57
C: -0.31 4.60 3.62
S: 0.07 6.20 3.78
C: -0.10 3.86 2.34
C: 1.10 3.92 1.64
C: 1.35 2.97 0.68
N: 0.47 2.00 0.37
C: -0.75 2.07 0.92
C: -1.07 2.97 1.90
H: -0.95 4.22 5.49
H: -0.95 2.82 4.45
H: 1.86 4.64 1.93
H: 2.32 2.91 0.20
H: -1.45 1.30 0.62
H: -2.04 2.91 2.38
C: -9.53 -0.76 -3.27
C: -8.05 -0.71 -2.97
O: -7.34 0.22 -3.24
S: -7.47 -2.20 -2.16
C: -5.79 -1.78 -1.80
C: -5.41 -1.60 -0.47
C: -4.09 -1.31 -0.17
C: -3.14 -1.19 -1.18
C: -3.54 -1.36 -2.51
C: -4.85 -1.66 -2.82
C: -1.78 -0.90 -0.83
C: -0.68 -0.68 -0.36
H: -10.05 -0.25 -2.45
H: -9.90 -1.78 -3.33
H: -9.72 -0.22 -4.19
H: -6.15 -1.69 0.31
H: -3.78 -1.19 0.86
H: -2.81 -1.26 -3.30
H: -5.16 -1.81 -3.85
F: 4.68 2.23 1.97
C: 5.41 1.20 1.56
F: 6.64 1.64 1.28
F: 5.46 0.29 2.51
S: 4.65 0.53 0.00
O: 3.55 -0.32 0.49
O: 4.21 1.69 -0.72
N: 5.69 -0.25 -0.83
S: 6.70 -1.40 -0.41
O: 7.56 -1.64 -1.52
O: 7.23 -1.26 0.91
C: 5.65 -2.92 -0.33
F: 4.84 -2.90 0.72
F: 4.89 -3.03 -1.44
F: 6.43 -3.99 -0.25

Atomic partial charges in e from the natural (NBO) method, atoms 1 to 5:
1 Zr 1.68
2 N -0.86
3 C -0.23
4 C -0.23
5 N -0.86

***

2.
Formula: C53H47HgN6O2P2
Source: OMol25
Level of theory: ωB97M-V/def2-TZVPD

multiplicity: 2
LUMO level (spin up / spin down): 0.1351 / 0.1350 hartree
molecular weight: 1062.5 g/mol
Kohn-Sham gap (spin up / spin down): 0.0955 / 0.1598 Eh
total charge: -2
HOMO level (spin up / spin down): 1.1 / -0.7 eV

Atoms and positions in Å:
Hg: 1.19 -0.02 -0.18
O: 2.13 -0.14 -3.01
C: 1.92 -1.22 -3.61
C: 3.09 -2.11 -3.83
C: 2.97 -3.36 -4.37
C: 1.73 -3.78 -4.86
C: 0.61 -2.92 -4.78
C: 0.65 -1.67 -4.16
C: -0.63 -0.89 -4.12
N: -0.99 -0.13 -3.13
N: -2.11 0.58 -3.17
C: -2.36 1.23 -1.97
O: -1.58 1.19 -0.97
C: -3.58 2.06 -1.96
C: -3.76 2.94 -0.86
C: -4.64 3.99 -0.90
C: -5.55 4.06 -1.97
C: -5.47 3.16 -3.00
C: -4.41 2.26 -3.04
H: 4.05 -1.81 -3.38
H: 3.77 -4.11 -4.27
H: 1.54 -4.88 -5.16
H: -0.34 -3.23 -5.25
H: -1.31 -1.13 -4.91
H: -3.17 2.69 0.00
H: -4.66 4.73 -0.09
H: -6.37 4.75 -1.95
H: -6.27 3.11 -3.75
H: -4.29 1.66 -3.93
N: 0.60 2.40 -2.25
C: 1.89 2.80 -2.65
C: 2.16 3.14 -3.97
C: 3.43 3.63 -4.36
C: 4.36 3.95 -3.34
C: 4.12 3.57 -2.03
C: 2.94 2.83 -1.70
P: 2.62 2.05 -0.12
C: 4.25 1.68 0.54
C: 5.30 1.34 -0.35
C: 6.58 1.08 0.15
C: 6.73 1.18 1.54
C: 5.72 1.51 2.45
C: 4.47 1.82 1.91
C: 1.76 3.22 0.96
C: 1.55 2.85 2.26
C: 0.97 3.77 3.11
C: 0.57 5.03 2.66
C: 0.86 5.44 1.36
C: 1.37 4.46 0.43
H: 0.23 2.40 -1.31
H: 0.19 1.62 -2.84
H: 1.33 3.14 -4.64
H: 3.70 3.68 -5.43
H: 5.27 4.49 -3.63
H: 4.81 3.76 -1.21
H: 5.01 1.30 -1.42
H: 7.43 0.77 -0.48
H: 7.67 0.92 1.96
H: 5.94 1.62 3.58
H: 3.71 2.30 2.50
H: 1.72 1.79 2.57
H: 0.84 3.55 4.15
H: 0.04 5.65 3.38
H: 0.62 6.38 0.97
H: 1.55 4.83 -0.58
N: 0.13 -1.72 -0.39
P: -0.12 -2.84 0.66
C: 1.00 -4.29 0.52
C: 0.66 -5.64 0.93
C: 1.61 -6.64 0.73
C: 2.91 -6.41 0.27
C: 3.22 -5.16 -0.19
C: 2.31 -4.13 0.03
C: 0.07 -2.12 2.32
C: 1.36 -1.95 2.78
C: 1.52 -1.31 4.08
C: 0.36 -1.02 4.81
C: -0.88 -1.17 4.32
C: -1.04 -1.70 3.08
C: -1.83 -3.42 0.53
C: -2.40 -4.14 1.59
C: -3.69 -4.60 1.57
C: -4.50 -4.34 0.49
C: -4.05 -3.51 -0.52
C: -2.68 -3.21 -0.60
H: -0.29 -5.84 1.45
H: 1.34 -7.65 0.99
H: 3.64 -7.24 0.23
H: 4.27 -4.99 -0.47
H: 2.66 -3.11 -0.14
H: 2.25 -2.19 2.20
H: 2.53 -1.09 4.43
H: 0.49 -0.58 5.80
H: -1.74 -0.64 4.82
H: -2.06 -1.72 2.62
H: -1.82 -4.30 2.46
H: -4.08 -5.07 2.50
H: -5.47 -4.84 0.47
H: -4.72 -3.20 -1.35
H: -2.14 -2.80 -1.47
C: -5.18 1.73 2.65
N: -5.58 0.69 3.62
C: -6.81 1.01 4.37
C: -4.75 0.01 4.35
N: -4.37 -0.74 5.21
H: -4.69 2.63 3.05
H: -6.04 1.97 1.97
H: -4.43 1.25 2.02
H: -7.63 0.80 3.64
H: -6.81 2.01 4.82
H: -6.99 0.26 5.17

Atomic partial charges in e from the Löwdin method, atoms 1 to 5:
1 Hg 0.97
2 O -0.15
3 C -0.43
4 C -0.07
5 C -0.20